DFT (ωB97M-V/def2-TZVPD) results for an isolated molecule of C3H6N2O2.

Each atom is followed by the atoms it is bonded to, with distances in Å.
Atoms and positions in Å:
1 C -0.614 1.628 0.963  C2 1.331, H8 1.084, H9 1.082
2 C -0.076 0.962 -0.055  C1 1.331, N3 1.389, O4 1.393
3 N -0.455 0.977 -1.392  C2 1.389, H10 1.014, H11 1.012
4 O 1.088 0.229 0.164  C2 1.393, C5 1.364
5 C 0.957 -1.113 0.370  O4 1.364, N6 1.428, O7 1.373, H12 1.089
6 N 0.260 -1.921 -0.579  C5 1.428, O7 1.481, H13 1.025
7 O -0.241 -1.640 0.787  C5 1.373, N6 1.481
8 H -1.506 2.230 0.837  C1 1.084
9 H -0.146 1.581 1.938  C1 1.082
10 H -0.368 0.067 -1.831  N3 1.014
11 H -1.378 1.368 -1.531  N3 1.012
12 H 1.860 -1.489 0.850  C5 1.089
13 H 0.619 -2.879 -0.520  N6 1.025

## Properties
- HOMO energy (eV) = -8.45
- energy above the lowest of the compared OMol25 structures with the same formula, charge and spin (kcal per mole) = 103.50
- M (g/mol) = 102.09
- SMILES = C=C(N)O[C@@H]1NO1
- charge = 0

Mulliken population analysis, charges in e, atoms 1 to 4: C -0.92; C 0.71; N -0.56; O -0.37


DFT (ωB97M-V/def2-TZVPD) results for an isolated molecule of C3H6N2O2 at a distorted geometry.

Each atom is followed by the atoms it is bonded to, with distances in Å.
Atoms and positions in Å:
1 C -2.235 0.639 1.074  C2 1.338, H8 1.156, H9 1.011
2 C -2.162 -0.583 0.535  C1 1.338, N3 1.444, H10 1.128
3 N -1.069 -1.179 -0.198  C2 1.444, O4 1.259, N5 1.258
4 O -1.395 -2.065 -1.031  N3 1.259
5 N 0.059 -0.838 0.240  N3 1.258, O6 1.328
6 O 1.109 -1.206 -0.485  N5 1.328, C7 1.466
7 C 2.353 -0.663 0.070  O6 1.466, H11 1.071, H12 1.047, H13 1.056
8 H -3.297 0.948 1.408  C1 1.156
9 H -1.490 1.319 1.002  C1 1.011
10 H -2.897 -1.438 0.568  C2 1.128
11 H 3.156 -1.302 -0.236  C7 1.071
12 H 2.242 -0.797 1.102  C7 1.047
13 H 2.544 0.284 -0.356  C7 1.056

## Properties
- HOMO energy (eV) = -8.98
- energy above the lowest of the compared OMol25 structures with the same formula, charge and spin (kcal per mole) = 163.21
- M (g/mol) = 102.09
- SMILES = C=C/[N+]([O-])=N/OC
- charge = 0

Mulliken population analysis, charges in e, atoms 1 to 4: C -0.63; C -0.11; N 0.78; O -0.66


DFT (ωB97M-V/def2-TZVPD) results for an isolated molecule of C3H6N2O2S at a distorted geometry.

Each atom is followed by the atoms it is bonded to, with distances in Å.
Atoms and positions in Å:
1 C -1.110 1.621 0.744  N5 1.374, O7 1.354, S8 1.775
2 C -0.014 -0.730 0.540  C3 1.628, N4 1.432, H9 1.064, H10 1.156
3 C 0.022 0.214 -0.786  C2 1.628, N5 1.403, H11 1.194, H12 1.066
4 N -0.073 0.098 1.708  C2 1.432, H13 1.045
5 N -0.929 1.220 -0.558  C1 1.374, C3 1.403, H14 1.093
6 O -3.279 2.985 0.568  S8 1.455
7 O -0.706 2.831 1.198  C1 1.354, S8 1.720
8 S -2.354 2.552 1.603  C1 1.775, O6 1.455, O7 1.720
9 H -1.007 -1.099 0.442  C2 1.064
10 H 0.923 -1.377 0.343  C2 1.156
11 H 1.078 0.765 -0.871  C3 1.194
12 H -0.106 -0.246 -1.739  C3 1.066
13 H 0.813 0.626 1.874  N4 1.045
14 H -1.776 0.935 -1.187  N5 1.093

## Properties
- HOMO energy (eV) = -9.12
- energy above the lowest of the compared OMol25 structures with the same formula, charge and spin (kcal per mole) = 137.74
- M (g/mol) = 134.16
- charge = 0

Mulliken population analysis, charges in e, atoms 1 to 4: C 0.48; C -0.37; C -0.71; N -0.61


DFT (ωB97M-V/def2-TZVPD) results for an isolated molecule of C3H6N2O2S at a distorted geometry.

Each atom is followed by the atoms it is bonded to, with distances in Å.
Atoms and positions in Å:
1 C 2.153 -1.152 1.049  S2 1.619, H9 1.039, H10 1.129
2 S 1.563 -0.189 -0.111  C1 1.619, O3 1.444, N4 1.704, O8 1.681
3 O 2.182 -0.408 -1.397  S2 1.444
4 N -0.097 -0.551 -0.241  S2 1.704, C5 1.383, H11 0.939
5 C -0.860 0.602 -0.285  N4 1.383, C6 1.542, N7 1.287
6 C -2.401 0.569 -0.307  C5 1.542, H12 1.064, H13 1.208, H14 1.122
7 N -0.132 1.651 -0.122  C5 1.287, O8 1.373
8 O 1.222 1.454 -0.005  S2 1.681, N7 1.373
9 H 3.191 -1.195 1.056  C1 1.039
10 H 1.710 -0.664 1.967  C1 1.129
11 H -0.253 -1.437 -0.509  N4 0.939
12 H -2.825 1.530 -0.138  C6 1.064
13 H -2.682 -0.408 0.343  C6 1.208
14 H -2.770 0.200 -1.301  C6 1.122

## Properties
- HOMO energy (eV) = -9.34
- energy above the lowest of the compared OMol25 structures with the same formula, charge and spin (kcal per mole) = 143.32
- M (g/mol) = 134.16
- SMILES = C=[S@@]1(=O)NC(C)=NO1
- charge = 0

Mulliken population analysis, charges in e, atoms 1 to 4: C -0.76; S 0.78; O -0.61; N -0.17


DFT (ωB97M-V/def2-TZVPD) results for an isolated molecule of C3H6N2O2S at a distorted geometry.

Each atom is followed by the atoms it is bonded to, with distances in Å.
Atoms and positions in Å:
1 C 1.145 1.410 0.314  C3 1.462, N4 1.231, H9 1.071
2 C -2.086 -1.097 -0.016  S8 1.854, H10 1.112, H11 1.097, H12 1.180
3 C 0.366 0.248 -0.108  C1 1.462, N5 1.496, S8 1.868, H13 1.170
4 N 0.816 2.477 -0.203  C1 1.231, H14 1.041
5 N 1.197 -0.994 -0.042  C3 1.496, O6 1.266, O7 1.209
6 O 0.879 -1.886 -0.883  N5 1.266
7 O 2.174 -1.079 0.664  N5 1.209
8 S -1.006 -0.098 1.112  C2 1.854, C3 1.868
9 H 1.901 1.124 1.018  C1 1.071
10 H -3.036 -1.384 0.487  C2 1.112
11 H -1.336 -1.858 -0.262  C2 1.097
12 H -2.305 -0.391 -0.935  C2 1.180
13 H -0.144 0.244 -1.161  C3 1.170
14 H 1.435 3.285 0.016  N4 1.041

## Properties
- HOMO energy (spin up / spin down) (eV) = -6.02 / -9.30
- energy above the lowest of the compared OMol25 structures with the same formula, charge and spin (kcal per mole) = 90.73
- M (g/mol) = 134.16
- expectation value of S² = 2.011
- 2S+1 = 3
- charge = 0

Mulliken population analysis, charges in e, atoms 1 to 4: C -0.23; C -0.67; C -0.19; N -0.54


DFT (ωB97M-V/def2-TZVPD) results for a cluster of 2 separate species, C3H6N2O3 in total at a distorted geometry.

Each atom is followed by the atoms it is bonded to, with distances in Å.
Atoms and positions in Å:
1 C 0.504 1.360 -0.304  C3 1.541, H9 1.134, H10 1.022, H11 1.084
2 C 1.077 -1.106 0.372  C3 1.464, H12 1.130, H13 1.048, H14 1.140
3 C 0.189 -0.148 -0.289  C1 1.541, C2 1.464, N4 1.374
4 N -0.531 -0.781 -1.272  C3 1.374, O7 1.272
5 N -1.536 -0.236 0.747  O6 1.184, O8 1.195
6 O -2.334 0.486 0.254  N5 1.184
7 O -1.294 0.038 -1.877  N4 1.272
8 O -1.431 -0.815 1.788  N5 1.195
9 H 0.284 1.763 -1.341  C1 1.134
10 H -0.150 1.906 0.262  C1 1.022
11 H 1.513 1.482 0.075  C1 1.084
12 H 0.535 -1.581 1.241  C2 1.130
13 H 1.175 -1.836 -0.373  C2 1.048
14 H 2.000 -0.531 0.717  C2 1.140

## Properties
- HOMO energy (spin up / spin down) (eV) = -9.61 / -9.62
- energy above the lowest of the compared OMol25 structures with the same formula, charge and spin (kcal per mole) = 188.98
- M (g/mol) = 118.09
- charge = 0

Mulliken population analysis, charges in e, atoms 1 to 4: C -1.12; C -1.19; C 1.29; N -0.36


DFT (ωB97M-V/def2-TZVPD) results for a cluster of 2 separate species, C3H6N2O3 in total at a distorted geometry.

Each atom is followed by the atoms it is bonded to, with distances in Å.
Atoms and positions in Å:
1 C -1.103 -1.246 -0.346  C2 1.467, H6 1.061, H7 1.158, H8 1.049
2 C -0.518 0.021 -0.799  C1 1.467, N3 1.324, H9 1.114
3 N 0.799 0.146 -0.823  C2 1.324, O4 1.272, O5 1.378
4 O 1.670 -0.681 -0.402  N3 1.272
5 O 1.300 1.371 -1.205  N3 1.378, H10 0.940
6 H -1.340 -1.058 0.671  C1 1.061
7 H -2.055 -1.489 -0.958  C1 1.158
8 H -0.362 -1.972 -0.192  C1 1.049
9 H -1.023 0.894 -1.272  C2 1.114
10 H 2.233 1.311 -1.298  O5 0.940
11 N 0.671 0.386 2.052  C12 1.209, H14 1.010
12 C -0.159 1.082 1.515  N11 1.209, O13 1.179
13 O -1.148 1.711 1.386  C12 1.179
14 H 1.035 -0.476 1.671  N11 1.010

## Properties
- HOMO energy (eV) = -9.28
- energy above the lowest of the compared OMol25 structures with the same formula, charge and spin (kcal per mole) = 119.98
- M (g/mol) = 118.09
- SMILES = C/C=[N+](\[O-])O.N=C=O
- charge = 0

Mulliken population analysis, charges in e, atoms 1 to 4: C -0.97; C -0.35; N 0.67; O -0.73


DFT (ωB97M-V/def2-TZVPD) results for an isolated molecule of C3H6N2O3 at a distorted geometry.

Each atom is followed by the atoms it is bonded to, with distances in Å.
Atoms and positions in Å:
1 N 1.396 -1.898 0.256  C2 1.426, H9 1.234, H10 1.198
2 C 0.744 -1.327 -0.876  N1 1.426, O3 1.188, N4 1.329
3 O 0.937 -1.630 -2.008  C2 1.188
4 N 0.305 -0.103 -0.602  C2 1.329, C5 1.402, H11 1.036
5 C -0.301 0.167 0.633  N4 1.402, O6 1.207, C7 1.601
6 O -0.425 -0.512 1.624  C5 1.207
7 C -0.957 1.627 0.646  C5 1.601, O8 1.497, H12 1.219, H13 1.235
8 O -1.198 2.188 -0.720  C7 1.497, H14 1.077
9 H 1.292 -3.035 -0.212  N1 1.234
10 H 0.603 -1.964 1.151  N1 1.198
11 H -0.065 0.447 -1.399  N4 1.036
12 H -2.044 1.401 1.148  C7 1.219
13 H -0.156 2.378 1.211  C7 1.235
14 H -0.132 2.260 -0.851  O8 1.077

## Properties
- HOMO energy (eV) = -10.35
- energy above the lowest of the compared OMol25 structures with the same formula, charge and spin (kcal per mole) = 80.47
- M (g/mol) = 118.09
- SMILES = NC(=O)NC(=O)CO
- charge = 0

Mulliken population analysis, charges in e, atoms 1 to 4: N -0.61; C 0.33; O -0.57; N -0.17